Record 1
{
  "formula": "C37H36INNbO10",
  "method": "ωB97M-V with the def2-TZVPD basis set",
  "symbols": ["C", "C", "Nb", "C", "C", "N", "C", "C", "C", "I", "H", "H", "H", "H", "H", "H", "H", "H", "H", "H", "H", "H", "H", "H", "H", "H", "C", "C", "C", "O", "C", "C", "C", "O", "H", "H", "H", "H", "C", "C", "C", "O", "C", "C", "C", "O", "H", "H", "H", "H", "C", "C", "C", "O", "C", "C", "C", "O", "H", "H", "H", "H", "C", "C", "C", "O", "C", "C", "C", "O", "H", "H", "H", "H", "C", "C", "C", "O", "C", "C", "C", "O", "H", "H", "H", "H"],
  "coordinates": [[-5.4055, -1.1007, 2.0743], [-4.2939, -1.0269, 2.5758], [-2.2405, -0.7228, 3.4564], [-1.2214, -0.6913, 1.4180], [-1.7001, 0.2892, 0.3431], [-2.1565, 1.5806, 0.8813], [-0.2153, -0.4814, 4.4108], [0.3075, 0.9517, 4.2458], [1.7689, 1.1138, 4.6747], [2.0070, 1.6814, 6.7247], [-6.3590, -1.1547, 1.6175], [-2.0392, -2.5376, 3.6399], [-2.9557, -0.8963, 5.1543], [-2.5015, 1.0643, 3.7488], [-1.4010, -1.7102, 1.0305], [-0.1325, -0.6082, 1.5337], [-0.8626, 0.5303, -0.3286], [-2.4584, -0.1912, -0.2905], [-2.1330, 2.2904, 0.1590], [-3.1077, 1.5190, 1.2294], [0.4775, -1.1628, 3.8953], [-0.2509, -0.7444, 5.4734], [-0.3186, 1.6328, 4.8250], [0.2527, 1.2642, 3.1940], [2.3390, 0.1952, 4.5450], [2.2766, 1.9113, 4.1315], [-2.5492, 3.2660, -2.6347], [-1.7259, 4.0276, -3.3489], [-0.9700, 3.4722, -4.4976], [-0.2173, 4.1675, -5.1506], [-1.1581, 2.0370, -4.8192], [-1.9799, 1.2736, -4.1050], [-2.7455, 1.8269, -2.9577], [-3.4935, 1.1382, -2.3046], [-3.1136, 3.6431, -1.7909], [-1.5647, 5.0765, -3.1344], [-0.5826, 1.6591, -5.6539], [-2.1315, 0.2220, -4.3120], [-1.0526, -7.3116, 1.0097], [-0.5457, -6.1419, 1.3879], [-0.8930, -5.5380, 2.7028], [-0.4368, -4.4783, 3.0544], [-1.8414, -6.2894, 3.5682], [-2.3486, -7.4580, 3.1855], [-1.9919, -8.0629, 1.8798], [-2.4496, -9.1326, 1.5311], [-0.8135, -7.7741, 0.0603], [0.1390, -5.5721, 0.7723], [-2.0875, -5.8182, 4.5113], [-3.0421, -8.0224, 3.7961], [5.0994, 2.3313, -6.8614], [4.2251, 1.6691, -6.1141], [3.0693, 2.3622, -5.4910], [2.2676, 1.7553, -4.8134], [2.9301, 3.8225, -5.7308], [3.8077, 4.4799, -6.4842], [4.9610, 3.7869, -7.1086], [5.7647, 4.3843, -7.7949], [5.9531, 1.8540, -7.3253], [4.3073, 0.6087, -5.9145], [2.0760, 4.2986, -5.2690], [3.7287, 5.5419, -6.6792], [-5.9745, 0.0653, 6.5008], [-7.1215, -0.5785, 6.6993], [-8.2633, -0.4252, 5.7670], [-9.3141, -1.0092, 5.9520], [-8.0776, 0.4668, 4.5972], [-6.9320, 1.1108, 4.3940], [-5.7891, 0.9719, 5.3366], [-4.7481, 1.5532, 5.1572], [-5.1189, -0.0343, 7.1560], [-7.2808, -1.2448, 7.5378], [-8.9245, 0.5522, 3.9277], [-6.7647, 1.7610, 3.5450], [9.6277, 0.1164, -5.2188], [8.4286, 0.6823, -5.3159], [7.7066, 1.1703, -4.1127], [6.6133, 1.6855, -4.1940], [8.3781, 1.0018, -2.7976], [9.5774, 0.4358, -2.7000], [10.2987, -0.0513, -3.9030], [11.3926, -0.5653, -3.8193], [10.1743, -0.2468, -6.0797], [7.9253, 0.8156, -6.2651], [7.8302, 1.3650, -1.9374], [10.0856, 0.3011, -1.7538]],
  "e_tot_ev": -70556.3634,
  "homo_ev": -4.60,
  "largest_force_ev_per_a": 2.0,
  "total_charge": -1,
  "e_lumo_ev": -0.6533,
  "gap_ev": 3.95
}

---

Record 2
{
  "formula": "C3H4NO",
  "method": "ωB97M-V with the def2-TZVPD basis set",
  "symbols": ["C", "C", "C", "N", "O", "H", "H", "H", "H"],
  "coordinates": [[-0.8169, -0.6323, -0.8176], [-1.1196, -1.0057, 0.6257], [0.6351, 0.4156, 0.6322], [0.0740, 0.2579, -0.7274], [-0.2554, -0.4192, 1.3559], [-1.3995, -0.7349, -1.6995], [1.6623, -0.0163, 0.9074], [0.6447, 1.4010, 1.1130], [0.5753, 0.7340, -1.3896]],
  "e_tot_ev": -6701.7427,
  "homo_ev": [-14.41, -14.41],
  "largest_force_ev_per_a": 3.4,
  "total_charge": 1,
  "e_lumo_ev": [-7.0679, -7.0683],
  "relative_energy_kcal_mol": 67.5,
  "gap_ev": [7.35, 7.34]
}

---

Record 3
{
  "formula": "C39H93F6N11O9P",
  "method": "ωB97M-V with the def2-TZVPD basis set",
  "symbols": ["P", "F", "F", "F", "F", "F", "F", "C", "C", "N", "C", "C", "C", "C", "H", "H", "H", "H", "H", "H", "H", "H", "H", "H", "H", "H", "H", "H", "H", "C", "C", "N", "C", "C", "C", "C", "H", "H", "H", "H", "H", "H", "H", "H", "H", "H", "H", "H", "H", "H", "H", "C", "O", "N", "C", "C", "H", "H", "H", "H", "H", "H", "H", "C", "O", "N", "C", "C", "H", "H", "H", "H", "H", "H", "H", "C", "O", "N", "C", "C", "H", "H", "H", "H", "H", "H", "H", "C", "O", "N", "C", "C", "H", "H", "H", "H", "H", "H", "H", "C", "O", "N", "C", "C", "H", "H", "H", "H", "H", "H", "H", "C", "O", "N", "C", "C", "H", "H", "H", "H", "H", "H", "H", "C", "O", "N", "C", "C", "H", "H", "H", "H", "H", "H", "H", "C", "O", "N", "C", "C", "H", "H", "H", "H", "H", "H", "H", "C", "O", "N", "C", "C", "H", "H", "H", "H", "H", "H", "H"],
  "coordinates": [[-6.4358, -28.3102, 21.3742], [-7.5630, -27.1958, 21.6330], [-5.5526, -27.7586, 22.6421], [-7.2442, -29.2984, 22.3525], [-5.2639, -29.4463, 21.2153], [-7.1401, -28.8658, 20.0493], [-5.5845, -27.3200, 20.3906], [-5.0534, -26.3940, 16.5692], [-4.0387, -25.7794, 15.6198], [-4.1910, -24.3397, 15.4782], [-5.3460, -24.0458, 14.6485], [-5.7278, -22.5797, 14.6003], [-2.9781, -23.7122, 14.9829], [-1.8393, -23.6898, 15.9879], [-5.0415, -25.8854, 17.5355], [-4.7737, -27.4163, 16.8255], [-6.0511, -26.4080, 16.1349], [-3.0417, -26.0257, 15.9758], [-4.1318, -26.2834, 14.6364], [-5.2343, -24.4366, 13.6172], [-6.1839, -24.5954, 15.0830], [-6.6862, -22.4373, 14.1086], [-5.7157, -22.1355, 15.6001], [-4.9753, -21.9857, 14.0703], [-3.1932, -22.6714, 14.7419], [-2.6003, -24.1712, 14.0461], [-1.0157, -23.1138, 15.5630], [-1.4835, -24.6844, 16.2446], [-2.1426, -23.1890, 16.9095], [0.3222, -34.6209, 24.1000], [-0.2687, -33.2196, 24.1301], [-1.6437, -33.1819, 23.7191], [-2.1093, -31.8100, 23.5923], [-3.5490, -31.6352, 23.1454], [-2.5302, -34.1075, 24.3934], [-2.5487, -34.0326, 25.9190], [-0.2252, -35.3165, 24.7358], [1.3708, -34.6011, 24.3945], [0.2675, -35.0299, 23.0861], [-0.1173, -32.8022, 25.1450], [0.2951, -32.6043, 23.4246], [-1.9081, -31.2158, 24.5025], [-1.4665, -31.3519, 22.8253], [-3.7703, -30.5684, 23.0748], [-3.7926, -32.0906, 22.1859], [-4.2342, -32.0187, 23.9067], [-2.3568, -35.1311, 24.0448], [-3.5446, -33.9121, 24.0458], [-1.6120, -34.3514, 26.3817], [-3.3145, -34.7074, 26.3154], [-2.7682, -33.0165, 26.2505], [-6.6887, -24.6388, 23.6546], [-6.0954, -23.5890, 23.5117], [-7.8434, -24.8061, 24.3408], [-8.3557, -26.1355, 24.5953], [-8.4859, -23.7566, 25.0658], [-6.3520, -25.6184, 23.2798], [-7.6752, -26.8985, 24.2228], [-9.3848, -26.2416, 24.2501], [-8.3599, -26.2947, 25.6857], [-8.4808, -23.9735, 26.1412], [-7.9715, -22.8065, 24.9514], [-9.5245, -23.6479, 24.7362], [-12.0660, -24.5329, 21.6364], [-12.1618, -24.0111, 22.7344], [-10.9142, -24.8384, 21.0109], [-10.8630, -25.4813, 19.7225], [-9.6261, -24.5540, 21.6081], [-12.9646, -24.7908, 21.0511], [-10.1630, -26.3252, 19.7931], [-10.4477, -24.7976, 18.9841], [-11.7939, -25.9415, 19.4002], [-8.9190, -24.1883, 20.8628], [-9.7550, -23.8205, 22.3991], [-9.2054, -25.4567, 22.0549], [-6.9868, -31.8357, 19.2709], [-8.0019, -32.4379, 19.4879], [-6.4073, -31.7455, 18.0321], [-5.2834, -30.8965, 17.8040], [-6.9875, -32.3687, 16.8854], [-6.4167, -31.2285, 19.9901], [-4.3948, -31.4735, 17.5067], [-5.0724, -30.2645, 18.6628], [-5.4894, -30.2469, 16.9410], [-7.3165, -31.6108, 16.1666], [-6.2627, -33.0362, 16.4077], [-7.8551, -32.9401, 17.2057], [-9.4043, -33.6843, 23.2080], [-9.8104, -33.5088, 22.0901], [-8.2592, -33.1401, 23.7161], [-7.7920, -33.4775, 25.0389], [-7.3527, -32.3872, 22.8895], [-9.9198, -34.3026, 23.9708], [-6.9762, -34.2119, 25.0035], [-8.5909, -33.8808, 25.6645], [-7.4201, -32.5961, 25.5698], [-6.9142, -31.5949, 23.5010], [-6.5319, -32.9882, 22.4878], [-7.9041, -31.9039, 22.0849], [-3.0611, -23.3471, 22.7100], [-2.3860, -22.6467, 23.4417], [-2.7350, -24.6060, 22.3176], [-3.5090, -25.2979, 21.3212], [-1.5310, -25.2420, 22.7786], [-4.0076, -23.0048, 22.2762], [-3.0046, -25.3093, 20.3472], [-4.4720, -24.8003, 21.2006], [-3.7410, -26.3135, 21.6317], [-0.9801, -25.6601, 21.9294], [-0.9025, -24.5248, 23.2990], [-1.7447, -26.0590, 23.4791], [-5.8627, -29.4440, 25.6104], [-4.7911, -29.3266, 26.1784], [-7.0708, -29.3741, 26.2209], [-8.2732, -29.6657, 25.5144], [-7.1615, -29.1625, 27.6395], [-5.9513, -29.5857, 24.5212], [-8.6379, -30.6840, 25.7164], [-8.1280, -29.6079, 24.4343], [-9.1045, -28.9932, 25.7475], [-7.7015, -29.9858, 28.1214], [-6.1661, -29.0854, 28.0630], [-7.7183, -28.2441, 27.8569], [0.0604, -28.4716, 20.8970], [1.1483, -28.2974, 20.3926], [-1.1081, -28.5400, 20.2344], [-2.3536, -28.8237, 20.9235], [-1.1496, -28.5308, 18.7860], [-0.0667, -28.5678, 21.9894], [-3.1549, -28.1998, 20.5290], [-2.2257, -28.5998, 21.9810], [-2.6900, -29.8580, 20.8019], [-1.4633, -29.5112, 18.4128], [-1.8419, -27.7599, 18.4502], [-0.1524, -28.3242, 18.4047], [-10.1883, -29.9088, 20.8287], [-10.1933, -30.9885, 20.3092], [-10.8520, -29.6179, 21.9978], [-10.7915, -28.3141, 22.6000], [-11.6768, -30.6116, 22.6270], [-9.6226, -29.0227, 20.4906], [-10.4687, -28.3983, 23.6436], [-11.7651, -27.8071, 22.5683], [-10.0666, -27.6858, 22.0817], [-11.4531, -31.5667, 22.1537], [-11.4389, -30.6748, 23.6948], [-12.7404, -30.3691, 22.5227], [-8.9234, -27.5026, 17.6535], [-9.6093, -28.4950, 17.7681], [-9.3465, -26.3753, 17.0096], [-8.6228, -25.1332, 17.0374], [-10.5999, -26.3483, 16.3041], [-7.9359, -27.3804, 18.1271], [-7.8468, -25.1382, 17.8025], [-9.2979, -24.3190, 17.3328], [-8.2446, -24.8408, 16.0524], [-10.4686, -26.4661, 15.2222], [-11.2406, -27.1647, 16.6343], [-11.1102, -25.4024, 16.4971]],
  "e_tot_ev": -102373.5870,
  "homo_ev": -6.44,
  "largest_force_ev_per_a": 2.0,
  "total_charge": -1,
  "e_lumo_ev": 2.0548,
  "relative_energy_kcal_mol": 0.0,
  "gap_ev": 8.49
}

---

Record 4
{
  "formula": "C5H11NO",
  "method": "ωB97M-V with the def2-TZVPD basis set",
  "symbols": ["C", "C", "N", "C", "C", "C", "O", "H", "H", "H", "H", "H", "H", "H", "H", "H", "H", "H"],
  "coordinates": [[-2.0336, -0.3386, -0.9349], [-1.5265, -0.1788, 0.4909], [-0.0800, -0.3602, 0.5937], [0.6367, 0.6081, 1.4151], [0.7747, 0.6174, -0.0581], [1.9982, 0.0125, -0.7239], [2.5225, -1.0442, 0.0416], [-3.1271, -0.3135, -0.9519], [-1.7057, -1.2897, -1.3637], [-1.6744, 0.4719, -1.5795], [-1.8270, 0.8108, 0.8731], [-1.9927, -0.9264, 1.1441], [0.0478, 1.4070, 1.8677], [1.4410, 0.2114, 2.0275], [0.2941, 1.4339, -0.5998], [1.7193, -0.3313, -1.7344], [2.7876, 0.7652, -0.8290], [1.7451, -1.5556, 0.3217]],
  "e_tot_ev": -8899.7102,
  "smiles": "CCN1C[C@H]1CO",
  "homo_ev": -9.34,
  "largest_force_ev_per_a": 0.4,
  "total_charge": 0,
  "e_lumo_ev": 1.1075,
  "relative_energy_kcal_mol": 45.8,
  "gap_ev": 10.45
}